This record from the Open Molecules 2025 dataset describes a single C3H4N4O molecule at a distorted geometry. The level of theory is the ωB97M-V functional and the def2-TZVPD basis.

Positions of all 12 atoms, in Å:
O  -0.21739  0.86598  2.38507
N  0.63365  0.12481  1.63526
C  0.31541  0.02334  0.26842
C  0.87296  -0.97453  -0.53858
N  0.67503  -0.93640  -1.84493
N  -0.39248  -0.02118  -2.37660
C  -1.02168  0.54645  -1.42656
N  -0.80474  0.62978  -0.07354
H  -1.22963  0.71620  1.78081
H  1.46462  -0.32166  2.30367
H  1.74005  -1.66616  -0.25862
H  -2.03580  1.01337  -1.85439

The calculation puts the molecular weight at 112.09 u. As for the structure (SMILES): ONc1cnncn1. Its max |F| is 4.7 eV/A. For the electronic energy, the calculation gives -11178.7630 eV. The relative energy (zero: lowest compared OMol25 entry of this formula, charge and spin) comes out at 120.1 kcal per mole. For the LUMO energy, the calculation gives -0.082 eV. Its highest occupied orbital energy is -9.0 eV.

***

This record from the Open Molecules 2025 dataset describes a molecular structure, C12H37F2InNO11S2 at a distorted geometry. The level of theory is the ωB97M-V functional and the def2-TZVPD basis.

Positions of all 66 atoms, in Å:
In  -1.43923  2.21966  -0.97494
O  -0.09909  0.49658  0.80264
H  -0.70751  -0.26235  0.76363
N  -3.42529  0.38779  -1.63509
S  -3.96656  -0.92379  -0.66643
O  -4.17502  -2.20639  -1.26017
O  -4.75248  -0.45151  0.42791
F  -2.51678  -1.15650  0.01368
S  -4.43568  0.11107  -2.79620
O  -5.84581  0.11830  -2.55162
O  -3.89734  -0.76039  -3.80852
F  -4.20503  1.56760  -3.45389
C  1.85704  3.45121  -3.42547
C  2.55278  2.95066  -2.15868
O  1.54379  2.48633  -1.25996
H  1.43732  4.45310  -3.35773
H  1.06076  2.76737  -3.73159
H  2.57818  3.39505  -4.24229
H  3.14931  3.77725  -1.76705
H  3.24579  2.15822  -2.44748
H  2.01208  2.04121  -0.52393
C  -2.83747  1.42590  3.81485
C  -3.18770  1.42849  2.32504
O  -2.75088  2.66645  1.76827
H  -1.76178  1.45221  3.98167
H  -3.23106  0.49699  4.23143
H  -3.28891  2.28606  4.31134
H  -4.24471  1.20816  2.17372
H  -2.64084  0.60054  1.86895
H  -3.22986  3.35007  2.25330
C  -0.54237  -2.04199  -3.76031
C  0.18508  -0.69102  -3.56922
O  -0.03072  -0.11573  -2.27626
H  -1.62474  -1.94381  -3.70406
H  -0.19031  -2.74261  -3.00275
H  -0.26922  -2.40959  -4.74921
H  -0.20478  0.04037  -4.27414
H  1.25418  -0.84836  -3.73068
H  0.31900  -0.72693  -1.61066
C  0.02108  -4.38615  0.08664
C  0.14734  -3.05284  0.77781
O  0.51910  -2.03514  -0.14096
H  -0.47086  -4.29277  -0.88055
H  -0.53332  -5.10407  0.68879
H  1.01652  -4.80062  -0.08496
H  0.79211  -3.03762  1.66307
H  -0.84295  -2.80251  1.18777
H  0.37280  -1.17600  0.29050
C  1.92432  -0.05030  5.14965
C  1.57519  0.20679  3.68625
O  0.17335  0.12119  3.51484
H  1.28319  0.61557  5.73260
H  2.94479  0.21838  5.41322
H  1.67879  -1.06749  5.44834
H  2.00666  -0.61283  3.09576
H  1.93010  1.17519  3.32201
H  -0.03473  0.38569  2.59941
C  4.76152  0.01779  -0.06824
C  3.27177  -0.33047  0.00321
O  2.59276  0.80942  0.52808
H  4.93981  0.79401  -0.81616
H  5.33932  -0.84945  -0.39111
H  5.21927  0.39971  0.84300
H  3.15358  -1.17621  0.68445
H  2.86960  -0.56659  -0.98483
H  1.65474  0.54165  0.65330

The calculation puts the molecular weight at 588.37 u. The total charge is +1. Its max |F| is 7.5 eV/A. For the electronic energy, the calculation gives -69319.9330 eV. The relative energy (zero: lowest compared OMol25 entry of this formula, charge and spin) comes out at 0.0 kcal per mole. For the LUMO energy, the calculation gives -10.112 eV. Its highest occupied orbital energy is -13.2 eV.

***

This record from the Open Molecules 2025 dataset describes a molecular structure, C36H49N3OPS2SbSi3Sn at a distorted geometry. The level of theory is the ωB97M-V functional and the def2-TZVPD basis.

Positions of all 97 atoms, in Å:
Sn  -1.77633  0.60823  -2.12190
C  -4.30534  4.75133  -5.61565
S  -3.57735  5.34370  -4.06919
C  -2.97542  3.80586  -3.40520
S  -3.58809  3.59781  -1.74158
N  -2.33756  3.03045  -4.17524
N  -1.93067  1.77742  -3.90563
C  -1.45025  1.15144  -5.04510
C  -1.00827  -0.12229  -4.92945
C  -0.49930  -0.91422  -6.02268
C  -0.09513  -2.18058  -5.81681
C  -0.14759  -2.73084  -4.48620
C  -0.59923  -1.95719  -3.47936
N  -1.05532  -0.67468  -3.64620
H  -4.85592  5.59010  -6.03858
H  -3.53031  4.42944  -6.30532
H  -4.99078  3.93262  -5.40873
H  -1.46226  1.70008  -5.97447
H  -0.46359  -0.45966  -7.00443
H  0.28471  -2.78080  -6.63322
H  0.18312  -3.73998  -4.28319
H  -0.60162  -2.31452  -2.46281
O  -1.06729  3.04954  -1.17071
C  -2.14378  3.38374  -0.72596
C  -2.37462  3.74011  0.71390
C  -3.18124  4.84504  1.00345
C  -3.34555  5.28072  2.30440
C  -2.69997  4.61257  3.33480
C  -1.90937  3.51209  3.05254
C  -1.73495  3.04768  1.75032
P  -0.75865  1.49256  1.44348
C  -1.32967  0.54335  2.91312
C  -0.76497  0.51866  4.18765
C  -1.33624  -0.23717  5.20299
C  -2.48929  -0.97089  4.96537
C  -3.07316  -0.94126  3.70675
C  -2.48966  -0.20054  2.69026
C  0.92605  2.07568  1.85856
C  1.35894  3.27002  1.27680
C  2.66816  3.69730  1.42714
C  3.56972  2.94120  2.16486
C  3.15611  1.74647  2.73201
C  1.84975  1.30612  2.56326
H  -3.65080  5.38828  0.19482
H  -3.96420  6.14346  2.51253
H  -2.81290  4.94875  4.35758
H  -1.43036  2.98723  3.86735
H  0.11984  1.10277  4.40284
H  -0.87915  -0.24768  6.18478
H  -2.93275  -1.56039  5.75775
H  -3.97644  -1.50522  3.51144
H  -2.94648  -0.18417  1.70645
H  0.66566  3.86085  0.68992
H  2.98850  4.61983  0.95990
H  4.59269  3.27493  2.28234
H  3.85382  1.14727  3.30402
H  1.55700  0.34821  2.97239
C  3.47800  -1.14645  2.60654
Si  2.39257  -2.54708  1.98359
C  1.55581  -3.29326  3.48821
C  3.49504  -3.88609  1.23430
Sb  0.64476  -1.59733  0.35165
Si  -0.45524  -3.89572  -0.09835
C  0.63544  -5.29239  -0.70956
C  -1.98045  -3.81374  -1.20495
C  -1.11399  -4.35290  1.61476
Si  2.51092  -0.57778  -1.14497
C  4.12192  -1.54038  -1.15307
C  2.22655  -0.07291  -2.92448
C  2.70889  1.03481  -0.19968
H  4.07747  -1.50417  3.44901
H  2.87941  -0.30093  2.95056
H  4.15991  -0.77362  1.84034
H  2.31142  -3.45825  4.26232
H  1.10193  -4.25569  3.25210
H  0.77880  -2.64677  3.90242
H  3.43780  -4.80024  1.83062
H  4.53791  -3.56392  1.21141
H  3.20606  -4.13258  0.21321
H  1.12905  -5.04175  -1.65137
H  0.02710  -6.18710  -0.87037
H  1.40811  -5.53241  0.02231
H  -1.76095  -3.99205  -2.25617
H  -2.49482  -2.85238  -1.12539
H  -2.67226  -4.59039  -0.86802
H  -1.04336  -3.52903  2.32659
H  -0.56382  -5.19928  2.03130
H  -2.16644  -4.63702  1.54494
H  4.00036  -2.50476  -1.65158
H  4.51772  -1.72809  -0.15598
H  4.86474  -0.96400  -1.71208
H  2.02275  -0.90747  -3.59261
H  3.14877  0.41415  -3.25633
H  1.41393  0.64766  -3.02191
H  2.68441  0.90818  0.88429
H  1.88952  1.70929  -0.46736
H  3.65204  1.52293  -0.46438

The calculation puts the molecular weight at 959.64 u. Its max |F| is 1.7 eV/A. For the electronic energy, the calculation gives -111606.1555 eV. The relative energy (zero: lowest compared OMol25 entry of this formula, charge and spin) comes out at 41.8 kcal per mole. For the LUMO energy, the calculation gives -0.233 eV. Its highest occupied orbital energy is -6.0 eV.

***

This record from the Open Molecules 2025 dataset describes a molecular structure, C26H68ClN3SiTa at a distorted geometry. The level of theory is the ωB97M-V functional and the def2-TZVPD basis.

Positions of all 100 atoms, in Å:
C  7.54318  -0.93840  -0.50677
C  6.31533  -0.29046  -1.43927
C  4.85252  -0.47667  -0.72584
C  4.40086  0.73169  0.28148
C  5.51361  1.91208  0.50883
Ta  2.28824  1.54088  -0.36095
Cl  3.32802  3.77438  -0.96521
Si  1.06661  -0.63850  0.36438
C  0.26223  -0.56402  2.13265
C  -0.44288  -0.85622  -0.87372
C  2.12568  -2.24437  0.27257
H  8.08886  -1.78179  -1.15174
H  7.08956  -1.52842  0.42594
H  8.35153  -0.14970  -0.20154
H  6.29710  -0.97909  -2.41430
H  6.55324  0.79021  -1.82176
H  4.92670  -1.46953  -0.06730
H  4.00050  -0.70357  -1.52042
H  4.21340  0.24183  1.35402
H  5.01190  2.79587  1.13485
H  5.86763  2.42754  -0.50755
H  6.48884  1.55419  1.06733
H  2.08575  2.16646  1.40277
H  0.62583  2.29556  -0.78013
H  2.51124  0.83497  -2.05709
H  -0.29878  -1.59066  2.36946
H  1.09563  -0.37121  2.93144
H  -0.54492  0.30900  2.17714
H  -0.69132  -1.99713  -0.95234
H  -1.35085  -0.17947  -0.55010
H  -0.01528  -0.52441  -1.92588
H  3.01186  -2.30005  1.04524
H  1.45498  -3.20741  0.40972
H  2.62233  -2.34454  -0.79893
C  5.81458  -8.70498  -1.90212
C  4.50562  -8.02683  -2.29816
N  3.79747  -7.38788  -1.18528
C  2.43686  -6.96513  -1.53493
C  2.28292  -5.87550  -2.58865
C  4.56415  -6.41669  -0.40133
C  5.14276  -5.21513  -1.14054
H  5.65202  -9.45635  -1.12292
H  6.24672  -9.21170  -2.77160
H  6.55892  -7.98583  -1.54530
H  3.86216  -8.80724  -2.72357
H  4.71134  -7.31686  -3.10550
H  1.90799  -6.65381  -0.62487
H  1.88676  -7.85208  -1.88293
H  2.51393  -4.88799  -2.18326
H  1.24305  -5.83930  -2.93096
H  2.90774  -6.04869  -3.46773
H  5.39020  -6.94482  0.09013
H  3.94956  -6.05406  0.43325
H  5.58915  -5.48499  -2.10062
H  5.93047  -4.75514  -0.53421
H  4.38686  -4.44600  -1.31018
C  -4.31228  5.81682  3.96654
C  -3.69268  4.87376  2.93851
N  -2.43390  4.25779  3.36780
C  -1.73426  3.56055  2.28310
C  -2.41360  2.34200  1.67077
C  -2.46563  3.54029  4.64443
C  -3.44702  2.38076  4.77598
H  -3.61642  6.61559  4.24203
H  -5.20962  6.28384  3.54682
H  -4.61849  5.29001  4.87607
H  -3.50367  5.47009  2.03700
H  -4.43719  4.11972  2.66409
H  -0.73155  3.27202  2.62394
H  -1.55235  4.28688  1.47703
H  -2.33328  1.46757  2.32023
H  -1.91968  2.08026  0.72878
H  -3.46827  2.51644  1.44625
H  -2.68224  4.26237  5.44098
H  -1.45755  3.17731  4.88476
H  -4.42830  2.60807  4.35257
H  -3.59723  2.14484  5.83499
H  -3.06354  1.47459  4.30320
C  -7.94972  3.87763  0.18318
C  -6.59249  3.34331  -0.26690
N  -6.63648  2.54594  -1.49592
C  -5.37967  1.84079  -1.77055
C  -4.14436  2.68345  -2.06250
C  -7.25450  3.18386  -2.66070
C  -6.64480  4.49184  -3.15304
H  -8.66791  3.06437  0.32790
H  -7.84227  4.40388  1.13764
H  -8.36883  4.59161  -0.53314
H  -6.21534  2.71330  0.54852
H  -5.89911  4.18543  -0.35759
H  -5.53141  1.13726  -2.59933
H  -5.15537  1.20090  -0.90417
H  -4.16648  3.09297  -3.07477
H  -3.24807  2.05726  -1.99634
H  -4.01849  3.50548  -1.35427
H  -8.31234  3.36458  -2.43458
H  -7.28151  2.47161  -3.49599
H  -6.39130  5.17295  -2.33715
H  -7.36123  5.01114  -3.79862
H  -5.74994  4.31680  -3.75329

The calculation puts the molecular weight at 667.34 u. The total charge is -1. Its max |F| is 4.3 eV/A. For the electronic energy, the calculation gives -54481.3157 eV. For the LUMO energy, the calculation gives 2.364 eV. Its highest occupied orbital energy is -4.9 eV.